Entry 1:
Below is C31H49AuN4O4S3SeSi as an isolated structure, with properties calculated with wB97M-V/def2-TZVPD.

Structure (XYZ):
```
94
Properties=species:S:1:pos:R:3:forces:R:3
Au -0.072693 -0.080731 -0.227351 -0.02 0.08 -0.28
C 0.831511 -6.820255 1.137012 0.00 0.01 -0.01
C 1.424533 -5.437401 1.167810 0.00 -0.04 0.04
C 1.841159 -4.813279 -0.000405 0.00 0.05 -0.09
C 2.335832 -3.516164 0.011813 0.00 -0.13 0.12
C 2.427241 -2.843127 1.217098 -0.07 -0.13 -0.02
C 2.025089 -3.445392 2.402998 -0.05 -0.01 -0.09
C 1.534284 -4.739144 2.368711 -0.02 0.01 0.03
S 2.939953 -1.142399 1.153073 0.05 0.41 -0.61
C 4.259075 -1.246004 2.347627 0.29 -0.08 0.20
O 3.608573 -0.933241 -0.174643 -0.24 -0.10 0.43
H 1.198108 -7.389912 0.283755 0.01 0.01 -0.01
H -0.256111 -6.768089 1.056049 -0.01 0.01 0.00
H 1.065678 -7.376143 2.044667 0.01 0.01 0.01
H 1.758788 -5.341895 -0.942990 0.02 -0.01 0.00
H 2.651705 -3.020293 -0.895238 0.00 0.03 -0.02
H 2.066765 -2.911073 3.343054 0.00 0.03 0.01
H 1.213859 -5.211280 3.290053 0.01 0.00 0.01
H 4.925034 -2.061488 2.071589 0.06 0.03 0.02
H 3.846828 -1.398123 3.343762 -0.02 -0.02 0.01
H 4.782006 -0.291474 2.308320 0.01 -0.01 0.01
S -0.906186 -1.864538 0.787493 -0.10 -0.23 -0.14
C -1.912785 0.011996 -5.724279 0.00 0.00 -0.01
C -0.923177 -0.510524 -4.688585 -0.12 0.00 0.03
C -1.081296 -2.013967 -4.509387 0.06 -0.05 0.00
C 0.498489 -0.187846 -5.125803 0.08 -0.02 -0.18
O -1.123009 0.080631 -3.392711 -0.14 0.07 -0.01
Si -2.036396 1.363120 -2.888714 -0.16 -0.11 -0.34
S -1.812181 1.581505 -0.838003 -0.13 0.10 -0.12
O -1.497914 2.638301 -3.789873 0.16 -0.34 0.05
C -1.553666 4.050686 -3.587885 -0.14 -0.05 0.05
C -2.869191 4.437631 -2.924074 -0.06 0.09 0.03
C -0.366689 4.472363 -2.733122 0.04 -0.02 0.11
C -1.457683 4.671324 -4.972765 0.00 0.04 -0.07
O -3.611420 1.198278 -3.337400 0.14 0.22 0.01
C -4.733248 0.452524 -2.857640 0.10 -0.04 0.00
C -4.336677 -0.998373 -2.623400 0.01 -0.05 0.08
C -5.268216 1.069574 -1.572917 -0.05 0.07 0.00
C -5.780571 0.552487 -3.956134 -0.07 -0.03 -0.05
H -1.742403 -0.505164 -6.670335 -0.01 0.03 -0.02
H -1.795096 1.085778 -5.880450 0.03 -0.02 0.02
H -2.938384 -0.169273 -5.407904 -0.01 -0.03 0.01
H -0.767596 -2.543514 -5.411103 -0.01 0.00 -0.01
H -2.117114 -2.273186 -4.301932 -0.05 0.01 0.03
H -0.471440 -2.353411 -3.671322 0.02 0.01 0.00
H 0.685640 -0.571351 -6.130020 -0.01 -0.02 0.00
H 1.224511 -0.643832 -4.449225 -0.01 -0.01 -0.03
H 0.644077 0.894930 -5.144991 -0.01 0.00 -0.07
H -2.947669 3.996033 -1.928272 0.03 0.01 0.01
H -3.710301 4.087353 -3.523394 0.00 -0.01 -0.02
H -2.935602 5.523205 -2.826024 -0.01 0.01 0.01
H -0.401993 3.975566 -1.761274 0.00 0.01 -0.01
H -0.367986 5.552995 -2.578373 0.00 0.02 0.00
H 0.564183 4.195704 -3.231110 0.03 0.00 -0.02
H -2.323125 4.393414 -5.575270 -0.01 -0.02 0.00
H -0.558979 4.314874 -5.478574 0.02 0.00 0.01
H -1.412826 5.759740 -4.907940 -0.01 0.01 0.01
H -3.511846 -1.065180 -1.910372 0.01 0.01 0.01
H -4.026137 -1.463394 -3.558271 0.01 -0.01 -0.04
H -5.180456 -1.564080 -2.223306 -0.01 0.00 -0.01
H -4.538532 0.977157 -0.772698 0.04 0.00 0.03
H -6.189908 0.564811 -1.276933 0.00 0.01 0.02
H -5.483767 2.128897 -1.724808 0.00 0.01 -0.01
H -5.395075 0.133790 -4.886687 0.01 0.00 -0.01
H -6.041944 1.596720 -4.131270 0.01 0.01 0.00
H -6.685244 0.008645 -3.678607 0.00 -0.01 0.01
N 2.600600 2.159505 -2.656375 0.05 0.07 -0.05
C 3.118578 2.599976 -1.460099 0.02 0.01 -0.11
C 2.344527 2.036603 -0.501363 -0.21 -0.05 0.02
N 1.362934 1.277051 -1.097940 0.34 -0.05 0.13
C 1.544158 1.370707 -2.391542 -0.02 0.03 -0.04
H 2.934186 2.391788 -3.576515 -0.02 -0.01 0.07
H 3.975110 3.244916 -1.406795 0.03 0.02 0.02
H 2.417675 2.126575 0.566975 0.04 -0.04 0.02
H 0.924179 0.904059 -3.137064 0.07 0.10 0.19
C -3.146434 0.819227 2.199321 0.08 -0.04 0.22
N -1.859119 1.477157 2.347904 -0.27 0.15 -0.20
C -0.704030 0.886411 2.703514 -0.30 0.27 0.17
Se -0.492286 -0.799694 3.372516 0.22 -0.32 0.24
N 0.267231 1.813819 2.574443 0.31 0.21 0.08
C -0.264726 3.033866 2.172632 0.08 -0.19 0.01
C 0.298958 4.278676 1.948546 0.05 0.00 -0.04
C -0.561838 5.292790 1.567733 -0.11 -0.01 -0.06
C -1.935483 5.064891 1.404721 0.10 -0.02 0.04
C -2.489626 3.814627 1.615910 0.04 0.07 0.03
C -1.623959 2.807990 2.010744 -0.13 -0.11 0.21
H -3.077666 -0.166563 2.650921 0.00 0.01 0.01
H -3.375967 0.719524 1.140504 -0.01 0.02 -0.01
H -3.906917 1.408795 2.709529 -0.03 0.00 -0.01
H 1.222510 1.604581 2.811444 -0.04 0.01 0.01
H 1.360129 4.452156 2.065209 0.01 0.01 0.01
H -0.164101 6.281988 1.388230 -0.01 0.02 -0.01
H -2.575942 5.884765 1.111156 0.00 0.01 -0.05
H -3.543627 3.628606 1.467157 -0.01 -0.01 -0.01
```
Forces are in eV/Å.

The calculation puts the highest occupied orbital energy (spin up / spin down) at -6.69 / -7.19 eV. The calculation puts the molecular weight at 941.97 g mol⁻¹. The spin multiplicity is 3. The calculation puts the LUMO energy (spin up / spin down) at 0.3 / -1.0 eV. The total energy comes out at -5752.00616 Eh. The calculation puts the frontier orbital gap (spin up / spin down) at 7.0 / 6.2 eV. The expectation value of S² is 2.01.



Entry 2:
Below is C16H44O16S2V as an isolated structure, with properties calculated with wB97M-V/def2-TZVPD.

Structure (XYZ):
```
79
Properties=species:S:1:pos:R:3:forces:R:3
O 0.804140 1.469611 -1.242708 0.60 -1.37 0.78
V 0.792251 0.851202 0.271270 0.77 3.34 -0.14
O -0.607956 0.191719 0.378374 -1.78 -0.73 -0.03
S 2.305463 -0.071811 3.230362 0.86 0.78 3.64
O 3.607560 0.303387 2.647737 0.63 -0.32 -0.68
O 1.262705 0.117374 2.212012 -1.21 0.66 -1.91
O 2.234436 -1.513625 3.609252 0.22 -1.11 -0.51
O 2.095645 0.693782 4.471857 -0.27 -0.46 -1.09
S 0.709491 3.936317 1.903643 0.32 1.06 2.28
O 0.518695 2.802965 0.933638 0.22 -2.35 -1.54
O -0.504290 4.755518 1.840106 -0.65 -0.02 -0.09
O 0.950226 3.348268 3.232372 -0.52 0.16 -0.19
O 1.855369 4.773580 1.519314 0.66 -0.14 -0.80
C 3.966386 2.625774 0.154719 0.43 0.71 -0.59
O 3.386192 1.353666 0.251885 -0.48 -0.19 0.26
H 3.281277 3.456744 -0.037181 -0.47 -0.32 0.40
H 4.535453 2.872347 1.053882 -0.07 0.02 0.05
H 4.662014 2.656522 -0.704780 0.19 -0.27 0.07
H 3.497108 1.056294 1.198928 -0.02 -0.38 0.01
C 2.872326 -0.832849 -2.356389 0.19 0.01 -0.73
C 1.637953 -1.473827 -1.727291 0.90 1.21 0.30
C 1.576765 -2.953737 -1.835208 -0.27 -0.85 -1.56
O 1.682049 -1.125588 -0.327645 -0.19 0.00 -0.98
H 2.890759 0.237453 -2.159388 -0.19 -0.01 0.17
H 2.872362 -0.951162 -3.446844 -0.25 -0.07 -0.01
H 3.833075 -1.239114 -2.027347 -0.25 -0.23 0.45
H 0.747101 -1.052211 -2.206602 0.03 0.23 0.31
H 0.652397 -3.329340 -1.395897 0.36 -0.16 0.55
H 2.502836 -3.444006 -1.530839 -0.26 -0.09 0.54
H 1.441850 -3.226430 -2.893293 0.19 0.16 -0.05
H 1.582695 -1.975238 0.134224 -0.08 0.43 1.29
C -3.671226 -1.674178 -0.019071 0.09 -0.96 0.33
C -4.921609 -1.419766 -0.830098 -0.05 -0.51 -0.36
C -4.795659 -2.153642 -2.176440 -0.30 1.09 0.19
O -6.050149 -1.935820 -0.116248 -0.12 -0.20 0.63
H -3.831283 -1.661626 1.059987 -0.11 0.95 -0.05
H -2.840006 -1.051364 -0.346927 0.03 0.16 0.35
H -3.358142 -2.721304 -0.106456 -0.02 0.01 -0.56
H -5.060554 -0.342363 -0.956360 -0.01 0.00 -0.19
H -5.689989 -2.047255 -2.801283 -0.19 -0.09 0.19
H -4.612777 -3.201574 -1.950310 0.23 -0.05 -0.31
H -4.011844 -1.660728 -2.753980 0.33 -0.47 0.05
H -6.751716 -2.205424 -0.711140 0.11 0.15 -0.28
C -0.862819 -2.889439 1.324378 -0.63 0.09 1.08
C 0.244193 -3.796270 1.838524 0.47 0.17 -0.89
C 0.330513 -5.106638 1.035706 -0.56 -0.07 0.21
O 1.473864 -3.123339 1.711026 0.11 -0.59 -0.07
H -0.889957 -1.938432 1.863080 0.31 -0.06 0.15
H -1.825090 -3.367970 1.546427 -0.12 0.00 -0.49
H -0.759302 -2.570698 0.287505 0.00 -0.45 -0.15
H 0.083446 -4.080445 2.885557 -0.19 0.20 0.07
H 1.159493 -5.716114 1.397042 0.13 0.06 -0.14
H 0.404706 -4.938449 -0.039631 0.35 0.16 0.07
H -0.587574 -5.695610 1.150391 -0.04 0.04 0.20
H 1.651732 -2.559502 2.533407 0.45 0.64 -0.14
C 2.381107 3.264758 -6.073441 -0.54 0.65 0.96
C 2.798036 2.413219 -4.874903 1.37 -0.61 -0.59
C 2.626854 3.158758 -3.566558 -0.36 -0.22 0.60
O 2.162419 1.135558 -4.916822 -1.12 0.20 0.35
H 1.530323 3.878446 -5.755949 -0.06 -0.03 -0.10
H 2.031148 2.703547 -6.937105 0.55 -0.13 -0.16
H 3.198180 3.970637 -6.239600 -0.08 -0.07 -0.59
H 3.864585 2.159114 -4.977756 0.07 0.42 -0.13
H 2.667761 4.241778 -3.694197 -0.14 0.01 -0.25
H 3.387082 2.940350 -2.815560 0.02 -0.33 -0.13
H 1.680381 2.883794 -3.090713 -0.05 0.10 -0.03
H 2.765800 0.474597 -5.247450 0.25 0.02 0.04
C -2.817821 0.953658 2.980549 -0.04 -1.54 -1.09
C -3.537203 2.072095 3.671668 0.94 0.79 0.53
C -4.007949 1.766769 5.091002 -0.56 -0.27 0.06
O -2.681964 3.211508 3.712770 -0.60 0.16 0.20
H -2.573604 1.158564 1.935460 0.40 0.75 0.25
H -3.385293 0.026429 2.801544 -0.45 0.10 0.73
H -1.899386 0.633892 3.477478 0.08 0.33 0.07
H -4.405197 2.400358 3.092042 -0.01 -0.05 -0.07
H -3.225030 1.381170 5.746868 0.16 -0.14 -0.25
H -4.839430 1.051265 5.057025 0.10 -0.13 0.14
H -4.382655 2.673638 5.570500 -0.01 0.12 -0.17
H -1.810728 2.990463 4.075898 0.16 -0.05 -0.49
```
Forces are in eV/Å.

The total charge is -3. The calculation puts the highest occupied orbital energy at 1.53 eV. The calculation puts the molecular weight at 607.59 g mol⁻¹. The calculation puts the LUMO energy at 5.4 eV. The total energy comes out at -3580.24256 Eh. The calculation puts the frontier orbital gap at 3.9 eV.



Entry 3:
Below is a 2-piece molecular cluster, C7H16N overall, with properties calculated with wB97M-V/def2-TZVPD.

Structure (XYZ):
```
24
Properties=species:S:1:pos:R:3:forces:R:3
C -0.349165 -1.013494 -2.516047 0.63 0.50 -0.06
C -0.473529 -0.903486 -0.984058 -1.09 -0.33 -0.02
C 0.756676 -0.195356 -0.333471 -0.16 0.66 1.13
C 0.665576 1.325351 -0.375574 -0.09 0.24 -0.42
C 0.578025 2.028459 1.003940 -0.10 0.04 0.22
C -0.652690 1.623915 1.766485 0.11 -1.46 -0.80
C -0.671644 0.572572 2.582093 0.14 0.06 0.05
N -0.712986 -2.213268 -0.464629 3.82 -0.41 0.58
H -1.085891 -1.664253 -2.972325 -0.13 -0.10 0.17
H 0.658936 -1.330751 -2.793411 -0.10 -0.15 -0.02
H -0.485015 -0.013009 -2.917908 -0.03 0.10 -0.09
H -1.328022 -0.285680 -0.713639 -0.07 -0.02 0.12
H 0.494798 -0.409408 0.742526 0.20 -0.57 -0.02
H 1.714193 -0.645177 -0.592538 -0.04 -0.05 -0.46
H 1.442672 1.812056 -0.963466 0.10 -0.26 -0.01
H -0.281191 1.528173 -0.882964 0.01 0.24 -0.13
H 1.477650 1.786274 1.572190 -0.01 0.09 0.10
H 0.564498 3.101638 0.827077 0.16 0.06 -0.06
H -1.628708 1.920896 1.393167 0.11 0.71 0.17
H -1.606768 0.205212 2.966031 -0.16 -0.11 0.22
H 0.229647 0.034638 2.872920 -0.03 0.31 0.24
H 0.097333 -2.761546 -0.825140 -1.03 -0.52 -1.00
H 0.916557 -2.182798 1.060467 -1.43 0.80 -1.19
H -0.320950 -2.320958 0.548273 -0.82 0.21 1.28
```
Forces are in eV/Å.

The total charge is +1. The calculation puts the highest occupied orbital energy at -13.53 eV. The calculation puts the molecular weight at 114.21 g mol⁻¹. The relative energy (zero: lowest compared OMol25 entry of this formula, charge and spin) comes out at 6.959 eV. The calculation puts the LUMO energy at -8.6 eV. The total energy comes out at -330.57285 Eh. The calculation puts the frontier orbital gap at 4.9 eV.



Entry 4:
Below is a 13-piece molecular cluster, C2H30O13 overall, with properties calculated with wB97M-V/def2-TZVPD.

Structure (XYZ):
```
45
Properties=species:S:1:pos:R:3:forces:R:3
O 1.752749 -3.076401 -1.058525 1.00 -0.57 -0.57
H 0.856939 -3.443532 -1.229567 -0.31 -0.97 0.41
H 2.485897 -3.556889 -0.619764 -0.83 -0.32 -0.46
H 1.553154 -2.262140 -0.493920 -0.77 2.88 0.91
C 0.115696 -0.056416 -1.869168 -1.72 2.55 1.32
C -0.124391 -0.332097 -0.398016 2.52 -0.26 0.56
O 1.111089 -0.883735 0.066841 -0.11 -0.94 -0.05
H 0.877387 0.770425 -1.946289 -0.52 -1.24 -0.22
H -0.836282 0.350754 -2.233959 0.21 -0.03 -0.67
H 0.336087 -0.979162 -2.321757 0.63 -0.86 -0.97
H -0.860077 -1.053697 -0.136436 -1.28 -0.40 -0.43
H -0.366225 0.535828 0.248302 0.09 0.20 -0.68
O -3.140344 -1.349701 -1.172030 0.18 -1.39 0.02
H -3.750579 -0.787458 -0.701409 -0.01 0.52 0.18
H -2.644668 -0.851115 -1.811285 -0.08 0.77 -0.28
O 0.357458 2.110260 3.088818 -0.06 -1.72 0.16
H 0.287246 1.121739 2.905660 0.31 1.72 0.45
H -0.215819 2.487754 2.421376 -0.05 0.22 -0.27
O -0.964666 -3.467157 -0.855576 0.81 -0.89 -0.35
H -1.702190 -3.890137 -1.295022 -0.13 -0.47 -0.22
H -1.327839 -2.609138 -0.696398 -0.47 1.25 0.39
O 2.102209 1.721528 0.256753 -0.52 1.83 -0.91
H 1.552800 0.966661 0.117973 -0.44 -1.11 0.18
H 2.888397 1.354970 0.605694 1.27 -0.50 0.81
O -0.222898 3.531240 -1.525734 -2.69 1.15 -0.97
H -0.315534 3.453756 -0.591068 0.36 0.18 1.56
H 0.562840 3.135777 -1.771410 2.69 -1.19 -0.56
O 0.146980 -0.568257 2.534014 -0.61 -0.23 -0.79
H 0.156089 -0.928504 1.619914 0.82 0.44 0.40
H -0.087846 -1.331250 3.041139 -0.11 -0.57 0.93
O 3.612080 -0.995031 -0.731599 1.21 -0.46 -0.46
H 4.204847 -0.311650 -1.043610 0.32 0.04 -0.07
H 2.750320 -0.595153 -0.770126 -1.16 0.34 0.27
O -1.277261 3.120834 1.016003 1.14 -0.08 -0.08
H -1.722744 2.656186 0.308823 -0.54 -0.78 -0.39
H -1.962580 3.640457 1.389795 -0.86 0.91 0.81
O -2.524901 2.055749 -1.138589 -1.15 -1.76 0.95
H -1.794030 2.437883 -1.588427 1.23 1.22 -1.10
H -3.247816 2.671744 -1.072604 -0.25 0.45 -0.31
O -2.878882 0.212657 1.428710 -0.57 -0.19 0.78
H -2.350757 0.160832 2.235187 -0.09 0.00 0.11
H -2.218514 0.386649 0.775668 0.50 0.26 -0.81
O 3.000041 -1.702571 1.978249 1.29 -1.29 1.32
H 3.502250 -2.476791 1.640870 -0.82 1.23 -0.07
H 2.324288 -1.375698 1.392496 -0.42 0.06 -0.85
```
Forces are in eV/Å.

The calculation puts the highest occupied orbital energy at -9.28 eV. The calculation puts the molecular weight at 262.25 g mol⁻¹. The relative energy (zero: lowest compared OMol25 entry of this formula, charge and spin) comes out at 2.798 eV. The calculation puts the LUMO energy at -0.3 eV. The total energy comes out at -1072.22955 Eh. The calculation puts the frontier orbital gap at 9.0 eV.



The highest total energy belongs to which entry?
C7H16N



The lowest total energy belongs to which entry?
C31H49AuN4O4S3SeSi